1.
{
  "formula": "C23H23AsHfOP",
  "method": "wB97M-V/def2-TZVPD",
  "symbols": ["C", "C", "C", "C", "C", "Hf", "P", "H", "H", "H", "H", "H", "H", "H", "H", "O", "As", "C", "C", "C", "C", "C", "C", "C", "C", "C", "C", "C", "C", "C", "C", "C", "C", "C", "C", "H", "H", "H", "H", "H", "H", "H", "H", "H", "H", "H", "H", "H", "H", "H"],
  "xyz": [[1.42793, 0.39253, -4.06781], [0.40233, 0.41855, -5.01710], [-0.58986, -0.61198, -5.17612], [-0.69086, -1.80418, -4.39530], [-0.28408, -1.94755, -3.08541], [-0.19616, 0.12454, -2.75772], [-0.75902, 2.85109, -2.51709], [2.48129, 0.66489, -4.14463], [0.26035, 1.27833, -5.68219], [-1.22714, -0.56337, -6.07252], [-0.17465, -2.87097, -2.52539], [-1.18411, -2.63861, -4.92181], [-1.85806, 3.36458, -1.75564], [-0.98795, 3.63336, -3.67721], [0.26522, 3.68739, -2.00686], [0.46357, -0.05444, -0.94878], [0.20777, -0.21147, 0.78904], [-1.46922, -1.11901, 1.08909], [-2.15211, -1.83360, 0.09875], [-3.41165, -2.37818, 0.37984], [-4.01718, -2.18851, 1.62572], [-3.28522, -1.56971, 2.64318], [-2.00179, -1.06514, 2.38973], [1.73299, -1.23003, 1.30931], [1.54196, -2.33540, 2.15845], [2.63083, -2.82927, 2.88542], [3.91071, -2.29959, 2.68450], [4.11634, -1.34651, 1.67959], [3.02938, -0.81010, 0.97496], [0.19053, 1.62393, 1.32643], [-1.04219, 2.22734, 1.61404], [-1.07620, 3.56358, 2.02599], [0.10383, 4.30042, 2.14645], [1.32551, 3.69864, 1.83322], [1.37851, 2.36042, 1.42422], [-1.70563, -1.96367, -0.89288], [-3.94076, -2.95581, -0.38011], [-5.03934, -2.53233, 1.81543], [-3.69817, -1.47372, 3.64633], [-1.41292, -0.63023, 3.20044], [0.54849, -2.77661, 2.25452], [2.47146, -3.61528, 3.62367], [4.74221, -2.62927, 3.31296], [5.12718, -1.00167, 1.46240], [3.18555, -0.07013, 0.18602], [-1.96227, 1.64704, 1.53797], [-2.03232, 4.02263, 2.27321], [0.07000, 5.33306, 2.50036], [2.24631, 4.27485, 1.92788], [2.33866, 1.88918, 1.20541]],
  "forces_ev_per_angstrom": [[-1.1, -0.3, 1.8], [-0.1, -0.2, -1.6], [0.3, 1.2, 0.0], [-0.7, -1.3, 0.1], [0.6, 0.7, 0.0], [1.2, -1.6, -1.7], [-0.6, 1.2, 0.0], [-0.6, 0.6, -0.3], [0.5, -0.5, -0.5], [0.2, 0.3, 0.7], [-0.5, -0.3, -0.5], [0.1, 0.3, 0.1], [0.5, -0.1, -0.2], [0.0, -0.3, 0.1], [-0.2, -0.3, 0.1], [-0.2, 0.3, 3.4], [0.6, -0.4, -2.8], [-0.2, -0.2, 0.7], [0.1, 0.1, -0.2], [-0.1, 0.1, 0.0], [0.4, 0.1, 0.0], [0.3, 0.1, 0.0], [-0.2, 0.0, -0.2], [0.2, -0.5, 0.5], [0.2, 0.5, 0.2], [0.0, 0.0, -0.2], [-0.4, 0.1, -0.1], [-0.2, 0.0, -0.1], [0.1, 0.1, 0.4], [-0.3, 0.3, 0.6], [0.2, 0.1, 0.1], [0.0, -0.1, -0.1], [0.0, -0.4, -0.1], [0.0, -0.2, -0.1], [-0.1, 0.1, 0.1], [-0.2, 0.0, 0.3], [0.2, 0.3, 0.1], [0.5, 0.0, -0.1], [0.1, 0.0, -0.3], [-0.3, 0.0, -0.2], [0.2, 0.2, 0.3], [0.1, 0.1, -0.3], [-0.3, 0.0, -0.3], [-0.3, -0.1, 0.0], [0.0, -0.1, 0.3], [0.2, 0.2, 0.1], [0.2, -0.1, -0.1], [0.0, -0.3, -0.2], [-0.2, -0.2, -0.1], [-0.3, 0.2, 0.1]],
  "nbo_charge": [-0.60, -0.35, -0.39, -0.24, -0.69, 1.64, 0.01, 0.24, 0.22, 0.24, 0.22, 0.22, 0.04, 0.07, 0.06, -1.13, 1.95, -0.33, -0.23, -0.18, -0.17, -0.20, -0.23, -0.44, -0.18, -0.20, -0.17, -0.22, -0.13, -0.32, -0.23, -0.20, -0.17, -0.19, -0.22, 0.25, 0.24, 0.24, 0.24, 0.23, 0.23, 0.24, 0.24, 0.24, 0.22, 0.23, 0.24, 0.24, 0.24, 0.23],
  "homo_ev": -9.546,
  "charge": 1,
  "homo_lumo_gap_ev": 6.461
}


2.
{
  "formula": "C5H6O3",
  "method": "wB97M-V/def2-TZVPD",
  "symbols": ["C", "C", "C", "O", "H", "H", "H", "H", "O", "C", "C", "O", "H", "H"],
  "xyz": [[1.86252, 1.25467, -0.77157], [0.72426, 1.02578, -1.34188], [-0.63187, 1.44609, -1.76067], [0.02270, 0.18649, -2.03014], [1.99558, 2.16478, -0.20424], [2.51359, 0.39979, -0.60634], [-1.35099, 1.43818, -0.97985], [-0.70381, 1.99156, -2.65130], [-0.94550, 0.34226, 1.82228], [-0.63041, -0.79898, 1.76145], [-0.96027, -2.24654, 1.75170], [0.40063, -1.58399, 1.70654], [-1.04016, -2.94669, 2.59994], [-1.25627, -2.67341, 0.70410]],
  "forces_ev_per_angstrom": [[1.1, -0.7, 1.2], [-1.5, 2.5, -0.3], [2.2, -0.2, 1.0], [-0.8, -2.9, -0.8], [0.1, 0.0, -0.2], [0.3, 0.4, -0.2], [-0.9, -0.1, 0.2], [-0.5, 1.0, -0.8], [0.3, -0.1, -0.2], [-1.4, -0.6, 0.9], [-0.2, -0.6, -2.2], [0.9, 0.0, -0.4], [-0.3, 0.8, -0.4], [0.6, 0.7, 2.1]],
  "nbo_charge": [-0.55, 0.33, -0.16, -0.45, 0.23, 0.21, 0.20, 0.19, -0.53, 0.79, -0.24, -0.44, 0.22, 0.21],
  "homo_ev": -9.147,
  "homo_lumo_gap_ev": 9.939
}


3.
{
  "formula": "C2H3NS",
  "method": "wB97M-V/def2-TZVPD",
  "symbols": ["C", "C", "N", "S", "H", "H", "H"],
  "xyz": [[-0.37575, -0.21570, 0.72182], [0.19612, 0.34325, -0.46371], [1.50810, 0.50415, -1.01398], [0.00536, 0.52076, -2.17238], [0.47305, -0.41809, 1.29300], [-0.92652, -1.16219, 0.33337], [-0.88035, 0.42782, 1.30188]],
  "forces_ev_per_angstrom": [[0.4, -3.2, -2.5], [7.6, 1.0, -4.9], [-7.0, -0.7, 3.3], [-0.3, 0.2, 0.1], [1.3, -1.2, 1.2], [0.7, 1.6, 1.2], [-2.7, 2.2, 1.6]],
  "nbo_charge": [-0.69, 0.13, -0.39, 0.20, 0.25, 0.26, 0.25],
  "homo_ev": -8.169,
  "homo_lumo_gap_ev": 8.291
}


4.
{
  "formula": "C16H17N",
  "method": "wB97M-V/def2-TZVPD",
  "symbols": ["C", "C", "C", "N", "C", "C", "C", "C", "C", "C", "H", "H", "H", "H", "H", "H", "H", "H", "H", "C", "C", "C", "C", "C", "C", "C", "H", "H", "H", "H", "H", "H", "H", "H"],
  "xyz": [[1.56507, -2.49452, -3.87662], [1.22354, -1.93869, -2.56193], [2.09260, -1.97536, -1.42276], [1.70868, -0.93616, -0.51275], [0.35622, -0.46234, -1.05805], [-0.24322, 0.71416, -0.70053], [-1.02339, 1.42907, -1.68610], [-1.24149, 0.88934, -2.88887], [-0.65695, -0.35384, -3.25774], [0.14148, -1.06389, -2.33084], [1.21586, -1.88728, -4.72007], [0.92911, -3.40753, -4.22335], [2.51568, -2.90979, -3.90161], [3.02717, -2.33280, -1.37730], [1.69944, -1.00040, 0.51203], [0.04687, 1.15776, 0.25828], [-1.47477, 2.39848, -1.60830], [-1.80517, 1.38488, -3.57969], [-0.73460, -0.72155, -4.33595], [0.43362, 2.68127, 3.69856], [-0.22281, 1.51239, 3.04581], [-1.41932, 1.59458, 2.23979], [-2.16238, 0.49519, 1.84894], [-1.76122, -0.81824, 2.34687], [-0.47921, -0.89631, 2.90600], [0.20717, 0.28269, 3.35251], [0.22925, 2.66073, 4.70824], [0.18603, 3.60998, 3.20532], [1.53500, 2.64433, 3.58292], [-1.64345, 2.64569, 1.96900], [-2.89994, 0.58785, 1.05207], [-2.42907, -1.62961, 2.00870], [-0.05057, -1.76380, 3.43697], [1.13475, -0.09627, 3.87046]],
  "forces_ev_per_angstrom": [[-3.5, -2.1, -1.4], [2.6, -1.3, 2.2], [-5.5, 3.3, -1.9], [-3.8, -0.4, -1.2], [2.7, -0.5, -0.1], [-0.5, 1.9, -0.3], [0.8, -0.7, 2.9], [1.7, -4.0, -1.0], [-0.3, -0.4, -0.8], [0.0, 2.2, 0.4], [1.1, 0.7, 0.2], [0.6, 0.9, 1.3], [2.0, -0.1, -0.5], [3.1, -1.6, 0.2], [0.4, -0.4, -0.6], [-0.2, 0.0, -0.5], [0.1, 0.4, 1.1], [-1.3, 1.3, -1.8], [0.0, 0.5, 1.7], [1.5, 0.3, -2.8], [-1.6, 0.7, -0.3], [1.0, 1.2, 0.7], [1.4, -1.0, 0.7], [0.3, 1.6, -1.9], [-1.2, 0.4, 1.9], [1.1, -4.2, -0.5], [-0.6, 0.4, 2.2], [-0.5, 0.4, 0.2], [-0.4, -0.3, 0.1], [-0.3, -0.9, -0.2], [-0.2, 0.0, 0.6], [0.8, 0.1, 0.6], [-0.6, -0.2, -1.1], [-0.8, 1.7, -0.2]],
  "nbo_charge": [-0.64, -0.07, -0.02, -0.59, 0.23, -0.26, -0.22, -0.23, -0.20, -0.13, 0.23, 0.21, 0.22, 0.19, 0.40, 0.22, 0.21, 0.20, 0.21, -0.63, -0.03, -0.21, -0.21, -0.21, -0.23, -0.23, 0.22, 0.21, 0.22, 0.21, 0.23, 0.22, 0.21, 0.21],
  "homo_ev": -7.429,
  "homo_lumo_gap_ev": 8.322
}


5.
{
  "formula": "C2H2O2S2",
  "method": "wB97M-V/def2-TZVPD",
  "symbols": ["C", "C", "O", "O", "S", "S", "H", "H"],
  "xyz": [[0.23596, -0.73722, -0.81906], [-0.43129, 0.94393, 0.35491], [0.80954, -3.07468, 0.12298], [0.17887, 1.92078, -0.17677], [-1.28894, 0.61275, 1.65142], [0.30844, -1.78548, 0.43821], [0.20892, -0.59107, -1.95946], [-0.02151, 2.71099, 0.38779]],
  "forces_ev_per_angstrom": [[-1.8, 2.4, 1.9], [0.7, -5.3, -1.4], [0.9, -3.0, -0.4], [0.1, 2.2, 0.2], [-0.3, 0.9, 0.0], [-0.3, 3.6, -1.9], [0.4, -0.5, 2.1], [0.3, -0.2, -0.5]],
  "nbo_charge": [-0.67, 0.23, -0.91, -0.63, 0.00, 1.22, 0.26, 0.50],
  "homo_ev": -8.932,
  "homo_lumo_gap_ev": 8.782
}


6.
{
  "formula": "C37H31BrN3O5S2W",
  "method": "wB97M-V/def2-TZVPD",
  "symbols": ["W", "C", "C", "N", "N", "C", "S", "S", "C", "C", "C", "C", "C", "C", "C", "C", "C", "C", "C", "C", "C", "O", "H", "H", "H", "H", "H", "H", "H", "H", "H", "H", "H", "H", "H", "H", "C", "O", "C", "C", "C", "C", "C", "C", "N", "C", "C", "C", "C", "C", "C", "C", "O", "H", "H", "H", "H", "H", "H", "H", "H", "H", "H", "H", "H", "H", "Br", "C", "C", "C", "C", "C", "C", "C", "O", "O", "H", "H", "H", "H"],
  "xyz": [[-1.75931, 1.55255, 0.89037], [-0.75353, 1.74920, 4.96495], [-1.36145, 2.24430, 3.70754], [-1.79261, 1.42556, 2.82437], [-1.36349, 0.10509, 2.55684], [-2.29486, -0.59510, 1.85893], [-3.72376, 0.10465, 1.20668], [-1.78998, -2.23588, 1.63196], [-3.03639, -2.97308, 0.55062], [-2.57329, -3.12836, -0.87665], [-3.17604, -2.39417, -1.89082], [-2.79896, -2.58455, -3.21739], [-1.81116, -3.50586, -3.53605], [-1.19613, -4.23705, -2.52206], [-1.57532, -4.04716, -1.20205], [-1.50218, 3.66503, 3.35790], [-0.98705, 4.62156, 4.23827], [-1.01050, 5.96204, 3.93361], [-1.58350, 6.37004, 2.72962], [-2.13037, 5.45185, 1.85336], [-2.09082, 4.09765, 2.14297], [-2.64742, 3.24057, 1.25275], [-0.72707, 0.66365, 4.97056], [-1.31881, 2.10344, 5.82792], [0.26711, 2.13053, 5.04859], [-3.93668, -2.37061, 0.62238], [-3.22852, -3.94109, 1.01157], [-3.95718, -1.68296, -1.64344], [-3.28405, -2.01404, -4.00143], [-1.53334, -3.67037, -4.57187], [-0.43081, -4.96644, -2.76355], [-1.10271, -4.63107, -0.41575], [-0.54815, 4.29576, 5.17475], [-0.58997, 6.68528, 4.61884], [-1.60183, 7.42164, 2.47307], [-2.59267, 5.75977, 0.92525], [2.92965, -3.85980, -4.24122], [2.21038, -3.06978, -3.28638], [2.48749, -3.25606, -1.97411], [3.39681, -4.19488, -1.50170], [3.64083, -4.31223, -0.13961], [2.98439, -3.49696, 0.76879], [2.06996, -2.57178, 0.29977], [1.81277, -2.45241, -1.05440], [0.84216, -1.45046, -1.40916], [0.39491, -1.08208, -2.55227], [-0.56369, -0.01384, -2.72780], [-0.88566, 0.37386, -4.03540], [-1.73586, 1.42601, -4.27951], [-2.28045, 2.12574, -3.19738], [-1.99502, 1.75295, -1.90940], [-1.14010, 0.66636, -1.65287], [-0.91183, 0.28557, -0.41101], [2.69734, -4.91780, -4.11976], [4.00201, -3.69953, -4.14438], [2.60141, -3.52418, -5.21805], [3.92130, -4.83635, -2.19449], [4.35962, -5.04564, 0.20546], [3.18070, -3.57122, 1.83021], [1.54344, -1.92480, 0.99552], [0.42687, -0.95022, -0.61312], [0.80329, -1.57460, -3.42348], [-0.43933, -0.16889, -4.86418], [-1.97026, 1.72061, -5.29438], [-2.93744, 2.96749, -3.37784], [-2.44804, 2.31667, -1.10000], [2.46368, -0.89505, 3.67397], [2.87386, 0.56819, 2.53848], [4.18170, 1.00284, 2.42726], [4.45614, 2.08825, 1.60258], [3.43729, 2.71994, 0.90550], [2.13043, 2.27151, 1.02978], [1.84557, 1.18580, 1.85116], [1.06408, 2.98168, 0.23805], [1.33305, 3.76823, -0.63315], [-0.16959, 2.65752, 0.56069], [4.97204, 0.50598, 2.97421], [5.47619, 2.43792, 1.50568], [3.63827, 3.56434, 0.25894], [0.84247, 0.80872, 1.95639]],
  "forces_ev_per_angstrom": [[-0.6, 0.9, -0.2], [0.1, 0.0, 0.2], [-0.1, 0.8, 0.5], [0.3, -1.0, -0.4], [0.0, -0.1, 0.4], [-0.4, -0.1, 0.4], [-0.2, -0.1, 0.2], [0.4, 0.0, 0.2], [0.1, 0.0, -0.2], [-0.1, 0.0, 0.0], [0.0, 0.0, -0.1], [0.0, 0.0, 0.1], [0.0, 0.0, 0.0], [0.0, 0.1, 0.0], [0.0, 0.0, 0.1], [0.1, -0.4, 0.2], [0.1, 0.0, 0.2], [-0.1, 0.1, -0.1], [0.0, 0.1, 0.1], [-0.1, 0.1, 0.0], [-0.1, -0.2, 0.0], [0.1, 0.4, 0.0], [0.0, 0.0, 0.0], [0.0, 0.0, 0.0], [0.0, 0.0, 0.0], [-0.1, 0.0, 0.0], [-0.1, 0.0, -0.1], [0.0, 0.0, 0.0], [0.0, 0.0, 0.0], [0.0, 0.0, 0.1], [0.0, 0.0, 0.0], [0.0, 0.0, -0.1], [0.0, 0.0, -0.1], [0.0, 0.0, 0.0], [0.0, 0.0, 0.0], [0.0, 0.0, 0.0], [-0.1, 0.1, 0.2], [0.1, -0.1, -0.2], [0.1, -0.1, -0.2], [0.0, 0.0, 0.1], [0.0, 0.0, 0.0], [0.0, 0.0, 0.0], [0.0, 0.0, 0.2], [-0.5, 0.6, -0.1], [0.6, -0.6, 1.1], [-0.5, 0.6, -0.9], [0.5, -0.5, -0.2], [0.0, 0.0, -0.2], [0.0, 0.0, -0.1], [-0.1, 0.1, -0.3], [0.4, -0.5, -0.2], [-0.4, 0.2, -0.1], [0.7, -0.6, -0.4], [0.0, 0.0, 0.0], [0.1, 0.0, 0.0], [-0.1, 0.0, 0.0], [0.0, 0.0, 0.0], [0.0, 0.0, 0.0], [0.0, 0.0, 0.0], [0.0, 0.0, 0.0], [0.0, -0.1, 0.0], [-0.1, 0.0, 0.0], [0.0, 0.0, 0.1], [0.0, 0.0, 0.1], [0.0, 0.0, 0.0], [-0.3, 0.3, 0.0], [0.0, 0.0, 0.0], [0.0, 0.0, 0.0], [0.1, 0.1, 0.0], [0.0, 0.0, 0.0], [0.2, 0.0, 0.0], [0.0, 0.1, 0.0], [0.1, 0.1, -0.1], [0.2, -0.3, -0.1], [0.0, 0.1, 0.0], [0.1, 0.3, 0.1], [0.0, 0.0, 0.0], [0.0, 0.0, 0.0], [0.0, 0.0, 0.0], [-0.1, 0.0, 0.0]],
  "lowdin_spin": [1.47, 0.01, 0.05, -0.01, -0.01, 0.04, 0.09, 0.02, 0.00, 0.00, 0.00, 0.00, 0.00, 0.00, 0.00, 0.00, 0.01, 0.00, 0.01, 0.00, 0.02, 0.05, 0.00, 0.00, 0.00, 0.00, 0.00, 0.00, 0.00, 0.00, 0.00, 0.00, 0.00, 0.00, 0.00, 0.00, 0.00, 0.00, 0.00, 0.00, 0.00, 0.00, 0.00, 0.00, 0.00, 0.00, 0.00, 0.00, 0.01, 0.00, 0.02, 0.01, 0.03, 0.00, 0.00, 0.00, 0.00, 0.00, 0.00, 0.00, 0.00, 0.00, 0.00, 0.00, 0.00, 0.01, 0.00, 0.00, 0.00, 0.00, 0.00, 0.00, 0.00, 0.01, 0.02, 0.09, 0.00, 0.00, 0.00, 0.00],
  "homo_ev": [-9.740, -11.076],
  "multiplicity": 3,
  "charge": 1,
  "homo_lumo_gap_ev": [6.400, 7.229]
}


Let's list ΔE to the lowest compared entry with this formula, charge and spin in order: 0.0; 96.1; 69.0; 72.7; 99.8; 48.1 kcal per mole.